Computed, not measured: a molecular structure, C7H6Cl2FeN2NdO3S at a distorted geometry, with the ωB97M-V functional and the def2-TZVPD basis.

Calculated values
2S+1	9
total charge	+4
energy	-3747.60072	hartree
⟨S²⟩	20.04
ΔE to the lowest compared entry with this formula, charge and spin	0.0	kJ/mol

The geometry in XYZ format:
```
23
Properties=species:S:1:pos:R:3:forces:R:3
Nd -0.23333 0.05661 -1.50745 2.0 0.6 -1.0
Fe -0.22152 -0.19048 -5.55027 -0.4 1.1 4.7
Cl -1.25723 0.69237 -3.82115 -0.8 0.4 -0.4
Cl 1.72301 -1.35609 -2.16935 -1.1 0.7 0.2
S 0.59876 1.58962 0.69603 -0.8 -0.5 2.0
O 0.68358 -2.18636 -7.56258 -1.5 3.5 5.8
O -1.07580 -2.13143 1.16085 0.5 3.5 -5.3
O -0.56787 0.92724 -8.25687 0.3 -0.6 6.6
N 0.44904 0.23518 3.12404 -0.4 -0.6 1.6
N -1.19341 1.62289 2.82847 0.4 -0.9 1.6
C -0.97008 -1.47315 0.20171 -1.2 -5.2 7.0
C 1.69896 -0.50784 2.96302 0.9 -0.4 0.1
C 0.42194 -1.56596 -6.60431 3.1 -7.3 -8.2
C -0.49625 0.76082 -7.10122 -1.1 3.0 -10.2
C -1.30652 1.11310 4.12793 -1.8 1.9 -2.4
C -0.08558 1.09916 2.21729 0.2 0.6 -0.8
C -0.32695 0.17359 4.27263 2.9 -0.2 -2.4
H -2.08765 1.42761 4.80295 -0.1 0.0 0.1
H 2.25146 -0.52946 3.92085 -0.4 0.1 -0.5
H -0.02085 -0.48643 5.04646 -0.1 -0.3 0.9
H 1.46779 -1.53635 2.66912 0.1 0.1 0.0
H -1.77386 2.28534 2.33953 -0.4 0.5 0.4
H 2.32234 -0.01998 2.20231 -0.2 -0.1 0.3
```
Positions in Å, forces in eV/Å.

Computed, not measured: a molecular structure, C3HFO2Tl at a distorted geometry, with the ωB97M-V functional and the def2-TZVPD basis.

Calculated values
2S+1	2
energy	-537.54778	hartree
⟨S²⟩	0.79
ΔE to the lowest compared entry with this formula, charge and spin	70.7	kJ/mol

The geometry in XYZ format:
```
8
Properties=species:S:1:pos:R:3:forces:R:3
Tl -0.26092 1.07702 -3.77854 -0.2 -0.2 1.0
F 0.48331 -1.76928 1.72801 1.0 0.5 0.3
O -0.68853 1.01658 -0.02161 0.5 -0.8 -1.4
O 0.81126 -1.27630 -0.42399 0.2 0.8 1.5
C 0.58104 -0.83380 0.71143 -1.5 -2.0 -2.1
C -0.69231 0.64663 -1.23372 0.1 1.0 0.4
C -0.02110 0.36004 1.01948 0.0 0.9 0.8
H -0.21274 0.77911 1.99894 -0.1 -0.2 -0.4
```
Positions in Å, forces in eV/Å.

Computed, not measured: C19H31NOS in the gas phase, with the ωB97M-V functional and the def2-TZVPD basis.

Calculated values
SMILES	CSC[C@@H](C)N1CCC(CO)(CCCc2ccccc2)CC1
energy	-1270.76518	hartree
ΔE to the lowest compared entry with this formula, charge and spin	0.0	kJ/mol

The geometry in XYZ format:
```
53
Properties=species:S:1:pos:R:3:forces:R:3
S -4.49337 -1.26074 -0.52041 0.1 0.0 0.1
O 2.19536 0.74949 3.10712 0.4 -0.3 0.2
N -2.15914 0.35958 1.22406 0.0 0.2 0.0
C 0.77071 0.50112 1.10204 0.1 -0.2 0.1
C 2.96868 -1.70468 -2.58138 0.0 0.0 0.0
C -2.81244 -1.81466 -0.92113 -0.3 0.1 0.1
C 1.93430 -0.08537 0.27485 -0.1 0.4 0.1
C 3.18765 -0.33745 -2.47623 0.2 -0.1 0.0
C 2.27998 -2.22979 -3.66119 0.0 -0.1 0.0
C 1.30772 1.40165 2.23344 -0.3 0.2 -0.4
C 1.79926 -1.39182 -4.65197 -0.1 -0.1 -0.1
C -0.00926 -0.68137 1.70078 -0.1 0.2 0.2
C 2.01569 -0.02716 -4.55945 -0.1 0.1 -0.1
C 2.90174 0.93017 -0.33204 0.0 -0.3 0.1
C -4.28885 -0.86970 1.24687 0.0 0.2 -0.6
C 2.70442 0.49404 -3.47960 0.0 0.0 0.0
C -0.16674 1.30349 0.18855 0.0 0.1 0.3
C -3.58716 0.46977 1.49152 -0.3 0.0 0.3
C 3.89346 0.24792 -1.28600 -0.1 0.2 0.0
C -1.37138 -0.27958 2.26057 0.1 -0.2 -0.1
C -3.93951 0.99837 2.89092 0.2 0.0 -0.3
C -1.52427 1.59799 0.82527 0.1 0.0 -0.2
H -2.76731 -1.93706 -1.99798 0.0 -0.1 -0.1
H -1.23201 0.37949 3.13300 -0.1 0.0 0.0
H 2.34313 1.68240 -0.89012 0.0 0.1 0.0
H 1.64687 0.63216 -5.33173 0.0 0.1 -0.1
H -1.88795 -1.17864 2.60255 0.0 0.0 0.1
H 0.48664 1.73762 2.86830 0.0 0.1 -0.1
H -3.98398 1.17629 0.75268 0.1 -0.1 0.1
H 4.43142 -0.53679 -0.74979 0.1 0.0 0.0
H -2.15726 2.09324 0.08397 0.0 0.0 0.1
H -1.39562 2.29113 1.67538 -0.1 0.0 0.0
H -2.62011 -2.76451 -0.42887 0.1 -0.1 0.0
H 1.49955 -0.66810 -0.54100 0.0 -0.1 0.1
H -3.76079 -1.70147 1.70981 0.0 0.0 0.2
H 2.11773 -3.29584 -3.72807 0.0 -0.1 0.0
H 4.62175 0.98944 -1.62323 0.1 -0.1 0.0
H 2.87379 1.55976 -3.41434 0.0 0.1 0.0
H -5.30376 -0.83082 1.64040 0.0 -0.1 0.1
H -5.00158 1.22218 2.94421 -0.1 0.0 0.1
H 0.29701 2.25129 -0.09017 0.1 0.0 -0.1
H -3.70184 0.26396 3.65668 0.0 0.0 0.1
H -3.38715 1.91243 3.09703 0.0 0.1 0.1
H 1.26050 -1.80002 -5.49424 0.0 0.0 -0.1
H 2.95965 0.45340 2.60098 0.0 0.0 0.1
H 0.58285 -1.12969 2.50099 0.1 -0.1 0.0
H 1.77938 2.29420 1.79776 -0.1 0.0 0.0
H -0.16141 -1.43172 0.92236 0.0 -0.1 0.0
H 3.46829 1.44173 0.44914 0.0 0.1 0.0
H 2.49593 -0.78749 0.89868 0.0 -0.1 0.0
H -2.11743 -1.05256 -0.58518 0.1 -0.1 -0.1
H 3.34253 -2.36539 -1.81153 0.0 0.0 0.1
H -0.33566 0.72810 -0.72427 0.0 0.0 -0.1
```
Positions in Å, forces in eV/Å.

Computed, not measured: 2 unconnected molecules or ions with the total composition CH3PS at a distorted geometry, with the ωB97M-V functional and the def2-TZVPD basis.

Calculated values
energy	-779.33632	hartree
ΔE to the lowest compared entry with this formula, charge and spin	204.7	kJ/mol

The geometry in XYZ format:
```
6
Properties=species:S:1:pos:R:3:forces:R:3
S -0.33883 -1.35694 -0.57965 -0.7 -0.1 -0.9
P -1.17158 0.37157 0.23851 0.6 -1.4 2.8
C 0.50094 0.22141 -0.57011 0.2 0.8 0.4
H -0.91543 -0.22028 2.26562 -0.1 1.2 -2.9
H 0.59426 0.90331 -1.48703 0.1 -1.4 1.3
H 1.33064 0.08092 0.13267 0.0 0.9 -0.6
```
Positions in Å, forces in eV/Å.

Computed, not measured: a molecular structure, C58H45I4N9PbS2, with the ωB97M-V functional and the def2-TZVPD basis.

Calculated values
total charge	+2
energy	-4909.58409	hartree

The geometry in XYZ format:
```
119
Properties=species:S:1:pos:R:3:forces:R:3
Pb 0.57924 -0.03497 -0.05328 0.2 -0.2 -0.5
I -6.39631 -4.33472 -5.57461 0.0 0.0 0.0
I 9.89525 1.85978 2.97925 0.0 0.0 0.0
I 1.64693 7.00555 -6.69797 0.0 0.0 0.0
I 0.31974 -7.56904 6.24977 0.0 0.0 0.0
S -2.58468 0.66816 -0.43579 -0.1 0.2 0.0
S -0.03168 2.59827 0.55905 0.0 -0.2 -0.2
N -4.72698 -0.28712 0.79120 0.1 -0.1 0.0
N 2.16194 3.37796 1.96095 -0.1 0.1 0.0
N -0.41048 0.08513 2.36488 -0.1 -0.2 0.2
N 2.46637 0.89959 -0.94288 0.0 0.1 0.1
N 2.23491 -1.22010 0.99785 -0.2 0.2 0.1
N -0.10917 -2.19944 -0.31987 0.0 0.3 0.0
N 0.12057 -0.08713 -2.28711 -0.1 0.0 0.2
N 1.07549 1.79860 2.95530 0.0 -0.3 0.2
N -5.07543 1.59383 -0.47788 0.0 0.1 0.1
C 1.42516 3.11495 -3.80220 0.0 0.0 0.1
C -1.43790 -0.71869 2.65115 0.0 -0.1 0.0
C 6.95364 2.26464 2.43458 -0.1 0.0 0.0
C 0.48908 -6.11811 4.77297 0.0 0.0 0.0
C 5.46886 0.71361 1.33096 -0.1 0.1 0.0
C -4.73002 2.69200 -1.37774 0.0 0.0 0.0
C 0.49586 -4.77390 5.12356 0.0 0.0 0.0
C -1.51690 0.05014 4.89954 -0.1 -0.1 0.0
C -2.01817 -0.77679 3.90448 0.1 0.1 0.0
C 1.70701 2.96391 -5.15482 0.0 0.0 0.0
C 8.00331 1.36958 2.27322 0.0 0.0 0.0
C -4.82845 -3.51954 -4.47801 0.0 0.0 0.0
C 3.04087 -2.44023 2.75973 0.0 0.0 0.1
C 0.71957 -4.17188 2.79420 0.0 0.0 0.1
C 1.96129 -2.26618 1.83834 -0.1 -0.1 -0.1
C -1.92057 -3.59656 -0.49486 0.0 0.0 0.1
C 1.09969 2.56319 1.83078 0.3 0.2 0.1
C -2.73992 -2.42181 -3.01454 0.0 0.0 0.0
C 3.58119 2.63132 -1.93586 0.0 0.0 0.0
C -3.54258 -4.01948 -4.63226 0.0 0.0 0.0
C -2.50132 -3.46639 -3.90127 0.0 0.0 0.0
C -6.13566 -0.52484 1.09889 0.0 0.0 -0.1
C -4.23101 0.67303 -0.01444 0.0 -0.2 -0.1
C 1.77082 4.07403 -5.98450 0.0 0.0 0.0
C 1.35820 1.94390 -2.88747 0.1 0.0 -0.1
C 3.95186 -1.47156 2.49354 0.0 0.1 0.0
C -1.59555 -1.84245 -2.25132 0.0 -0.1 -0.1
C -1.44924 -0.00984 -3.95677 0.0 0.1 0.0
C 2.56173 4.37637 0.97367 -0.1 0.0 0.0
C -5.07420 -2.47278 -3.59987 0.0 0.0 0.1
C 7.79470 0.15270 1.63799 -0.1 0.0 0.0
C -0.98288 -0.70983 -2.79370 0.0 -0.2 0.1
C 0.84496 -3.12370 1.74875 0.0 0.0 0.0
C 0.61456 -6.49578 3.44220 0.0 0.0 0.0
C -6.88244 -1.25157 -0.01326 0.0 0.0 0.0
C 2.78705 3.15641 3.17105 -0.1 0.0 0.0
C 0.03630 0.88752 3.31688 0.0 0.1 0.1
C 3.44595 -0.70305 1.39903 0.1 0.2 -0.1
C -1.21358 -2.49279 -1.07878 0.0 0.1 -0.2
C -0.11773 -3.07805 0.74459 0.1 0.0 0.3
C 1.21019 4.38897 -3.28305 0.0 0.0 -0.1
C 2.12208 2.16376 3.79035 0.0 0.0 -0.1
C 1.26505 5.50150 -4.10804 0.0 -0.1 0.0
C 4.36564 2.17894 -0.92347 0.0 -0.1 0.0
C -0.65836 1.07567 -4.11229 0.0 0.0 0.0
C 0.61913 -3.80965 4.13625 -0.1 0.0 0.0
C -1.26270 -3.94128 0.63675 0.0 0.0 0.0
C 2.39328 1.83488 -1.92880 -0.2 0.0 -0.2
C 4.11798 0.37070 0.80490 0.1 -0.1 0.0
C -5.15053 2.39599 -2.80748 0.0 0.0 0.0
C 0.72697 -5.52439 2.46004 0.0 0.0 0.0
C 1.54816 5.33943 -5.45880 0.0 0.0 0.0
C -0.47684 0.91386 4.60431 0.0 0.0 -0.1
C 3.64903 1.12041 -0.27708 0.0 -0.1 0.0
C 5.69347 1.93338 1.96106 0.1 0.0 0.0
C 0.32834 1.03169 -3.06702 0.1 0.2 0.1
C -4.02963 -1.92479 -2.86895 0.0 0.0 0.0
C 6.52982 -0.17194 1.17090 0.0 0.0 0.0
H 3.65073 3.71609 3.48177 0.0 0.0 0.0
H -6.23250 2.29098 -2.89439 0.0 0.0 0.0
H 0.84127 -5.82363 1.42575 0.0 0.0 0.0
H -2.84277 -1.44812 4.09570 0.0 0.0 0.0
H 0.63647 -2.76071 4.41110 0.0 0.0 0.0
H -6.07630 -2.08370 -3.48702 0.0 0.0 0.0
H 3.11355 -3.21653 3.50159 0.0 0.0 0.0
H 4.87277 2.63105 2.07738 0.2 -0.1 -0.1
H 3.80565 3.40954 -2.64623 0.0 0.0 0.0
H 4.89318 -1.30465 2.98894 0.0 0.0 0.0
H -7.02255 -0.60982 -0.88458 0.0 0.0 0.0
H -1.52323 -4.72215 1.32983 0.0 0.0 0.0
H -5.21599 3.59186 -1.00002 0.0 0.0 0.0
H 1.79550 5.14382 0.88518 0.0 0.0 0.1
H -7.86500 -1.57008 0.33146 0.0 0.0 0.0
H 2.70701 3.89510 0.00848 0.0 0.1 0.1
H -2.28901 -0.30750 -4.56203 0.0 0.0 0.0
H 7.11914 3.21334 2.92563 0.0 0.0 0.0
H 1.99858 3.95125 -7.03395 0.0 0.0 0.0
H 5.34948 2.52159 -0.65124 0.0 0.0 0.0
H -0.11274 1.61265 5.34231 0.1 0.0 0.0
H 1.08595 6.48786 -3.70380 0.0 0.0 0.0
H -3.34920 -4.83216 -5.31828 0.0 0.0 0.0
H -6.61401 0.42665 1.33385 0.0 0.0 0.1
H -6.32943 -2.13632 -0.32971 0.0 0.0 0.0
H -2.81073 -4.04481 -0.90362 0.0 0.0 0.0
H 1.88582 1.97703 -5.56374 0.0 0.0 0.0
H -6.16496 -1.09755 2.02425 0.0 -0.1 0.0
H 0.98247 4.50547 -2.22935 0.0 0.0 0.0
H 6.37115 -1.11821 0.66858 0.0 0.0 0.0
H 8.61363 -0.53912 1.50083 0.0 0.0 0.0
H -4.68222 1.47415 -3.15698 0.0 0.0 0.0
H -0.72611 1.83574 -4.87141 0.0 0.0 0.0
H -1.79246 -1.33805 1.83524 0.0 0.0 0.0
H -3.65406 2.83720 -1.31403 0.0 0.0 0.0
H -4.84155 3.20854 -3.46437 0.0 0.0 0.0
H 3.49408 4.82374 1.30617 0.0 0.0 0.0
H -4.20826 -1.09982 -2.18858 0.0 0.0 0.0
H 0.63209 -7.54199 3.17143 0.0 0.0 0.0
H 0.40941 -4.48201 6.16077 0.0 0.0 0.0
H 2.31504 1.66871 4.72323 0.0 0.0 0.1
H -4.07478 -1.03314 0.98071 -0.1 0.1 0.0
H -1.49698 -3.85321 -4.02267 0.0 0.0 0.0
H -6.05039 1.50196 -0.24231 0.0 0.0 0.0
H -1.94809 0.04599 5.89129 0.0 0.0 0.0
```
Positions in Å, forces in eV/Å.

- The lowest energy belongs to which entry?
  C58H45I4N9PbS2